1.
12
Properties=species:S:1:pos:R:3:forces:R:3:nbo_charge:R:1 method="wB97M-V/def2-TZVPD" fmax_ev_per_a=1.53 energy_ev=-17022.4109 lumo_energy_ev=0.320 charge=0 gap_ev=8.910
S -3.59030 0.25647 0.00199 0.352 -0.230 0.013 -0.14
N 0.05136 -1.08243 0.00876 1.411 0.213 -0.060 -0.23
N -0.98962 -0.21848 0.00422 -0.140 1.183 0.048 -0.43
C 1.58701 0.87914 -0.00434 -0.178 0.478 0.286 -0.72
C 1.23781 -0.57599 0.00109 -0.191 -1.511 -0.142 0.07
C -2.24614 -0.68137 -0.00013 -0.442 -0.380 -0.092 -0.06
H 2.04648 -1.36078 -0.01897 -0.888 1.033 0.076 0.20
H 1.17646 1.36763 0.91962 0.318 -0.258 -0.785 0.23
H -0.85918 0.80615 0.00252 -0.061 -0.776 0.020 0.39
H -2.26039 -1.78368 -0.02468 -0.080 0.489 0.062 0.21
H 2.68007 0.99585 0.01204 -0.455 0.082 -0.091 0.24
H 1.16645 1.39749 -0.90211 0.354 -0.322 0.666 0.23

=====

2.
12
Properties=species:S:1:pos:R:3:forces:R:3:nbo_charge:R:1 method="wB97M-V/def2-TZVPD" fmax_ev_per_a=2.32 energy_ev=-17022.7270 lumo_energy_ev=0.778 charge=0 gap_ev=9.134
S 2.79563 -0.40616 0.03754 0.312 -0.149 0.026 -0.10
N 0.69529 1.29048 -0.19896 0.173 0.644 -0.276 -0.58
N -0.52336 -1.74754 -0.20035 -0.900 1.297 1.700 -0.82
C -0.71598 0.91257 0.05231 1.202 -0.739 -0.572 -0.23
C -0.13206 -0.48446 0.51515 0.106 -0.363 -0.965 -0.10
C 1.27472 0.12036 0.11826 -1.409 -0.393 0.034 0.09
H -1.56041 -1.87465 -0.12595 1.386 0.125 -0.169 0.36
H -1.20596 1.49046 0.80002 -0.284 0.504 0.710 0.19
H -1.33645 0.87746 -0.83698 0.033 -0.101 -0.238 0.19
H -0.26217 -1.71942 -1.17059 0.068 0.168 -0.294 0.37
H 1.18000 2.10830 -0.59723 -0.640 -0.584 0.389 0.41
H -0.20924 -0.56740 1.60678 -0.048 -0.410 -0.345 0.21

=====

3.
12
Properties=species:S:1:pos:R:3:forces:R:3:nbo_charge:R:1 method="wB97M-V/def2-TZVPD" fmax_ev_per_a=3.75 energy_ev=-17021.1207 lumo_energy_ev=0.789 charge=0 gap_ev=9.440
S 0.97153 -0.48290 0.76501 -1.060 1.287 0.243 0.18
N 0.79385 -1.36386 -0.63090 -0.880 0.981 0.071 -0.61
N -1.04059 0.68446 -0.86841 -0.251 -0.429 -2.802 -0.64
C 1.54062 -2.28205 -1.02309 2.009 -2.245 0.027 -0.06
C -0.70629 0.84866 0.27972 1.551 -3.358 -0.614 0.36
C -1.15610 1.84029 1.23054 -1.460 -1.246 1.283 -0.70
H 2.51284 -2.65706 -0.47845 -1.790 0.777 -0.873 0.15
H -0.93595 1.53516 2.25284 -0.102 0.292 -0.029 0.24
H -0.51914 0.04867 -1.55974 -0.775 0.734 1.834 0.41
H -2.21173 2.17552 1.08234 0.974 -0.452 0.003 0.25
H 1.23389 -2.87582 -1.92460 0.397 0.742 0.712 0.18
H -0.48293 2.52893 0.87473 1.386 2.917 0.146 0.25

=====

4.
12
Properties=species:S:1:pos:R:3:forces:R:3:nbo_charge:R:1 method="wB97M-V/def2-TZVPD" fmax_ev_per_a=1.19 energy_ev=-17023.1413 lumo_energy_ev=0.755 charge=0 gap_ev=9.739
S 0.83411 -1.01881 -1.11159 0.056 0.080 -0.685 0.13
N 0.66191 0.50377 1.92877 0.222 0.466 0.079 -0.81
N -0.89695 1.79523 0.77700 0.451 0.321 0.872 -0.71
C -0.41557 -0.48848 0.03461 -0.790 -0.220 0.858 -0.41
C -0.22167 0.72602 0.90549 -0.478 -0.475 -0.715 0.43
C -0.86083 -0.37411 -1.37676 -0.122 -0.013 0.170 -0.47
H 1.28467 -0.29062 1.88926 -0.114 0.286 -0.222 0.39
H 1.02355 1.33071 2.38068 -0.103 -0.132 0.105 0.40
H -1.63398 -1.07377 -1.70993 0.487 0.148 0.008 0.23
H -0.93069 0.62784 -1.82100 0.187 -0.481 0.272 0.23
H -1.63701 1.74992 0.09118 0.234 -0.212 -0.336 0.34
H -0.81864 -1.31670 0.63473 -0.030 0.232 -0.406 0.24

=====

5.
12
Properties=species:S:1:pos:R:3:forces:R:3:nbo_charge:R:1 method="wB97M-V/def2-TZVPD" fmax_ev_per_a=0.82 energy_ev=-17022.2832 lumo_energy_ev=0.615 charge=0 gap_ev=9.596
S 0.10983 0.83798 -1.44308 0.051 -0.082 0.033 0.21
N -1.25243 -2.06332 0.75824 0.135 0.449 -0.667 -0.66
N -0.00972 -0.17100 -0.08639 0.011 0.072 0.079 -0.60
C 0.66796 0.14558 1.10888 -0.060 0.573 -0.490 -0.02
C 1.22778 1.31005 1.42551 0.147 -0.464 0.310 -0.45
C -0.84073 -1.30090 -0.17317 -0.221 -0.421 0.135 0.29
H 0.74160 -0.68865 1.76675 0.021 -0.477 0.449 0.20
H -0.87399 1.71036 -1.15212 -0.046 -0.007 0.045 0.10
H -1.13554 -1.51827 -1.20723 0.136 0.126 0.295 0.18
H 1.76946 1.38344 2.37034 -0.214 0.018 -0.356 0.21
H 1.22360 2.15727 0.76444 -0.061 0.182 -0.087 0.21
H -0.97744 -1.73987 1.67675 0.102 0.031 0.254 0.33

=====

6.
12
Properties=species:S:1:pos:R:3:forces:R:3:nbo_charge:R:1 method="wB97M-V/def2-TZVPD" fmax_ev_per_a=5.46 energy_ev=-17017.0955 lumo_energy_ev=-0.132 charge=0 gap_ev=9.043
S 1.90048 -0.41001 0.42248 -1.037 0.264 -0.970 0.22
N 0.38953 0.17658 -1.38007 -2.673 0.575 0.791 -0.54
N 0.91965 1.00642 -0.33919 1.433 0.900 0.960 -0.29
C -0.78837 -0.36631 0.53338 -0.646 0.377 1.071 -0.53
C -0.23075 1.10565 0.59949 -2.443 0.969 -2.084 -0.26
C 0.27147 -0.84852 -0.41948 -0.466 -5.338 1.038 0.03
H 1.09184 0.03531 -2.01683 2.167 -0.526 -1.810 0.37
H -1.01095 1.91246 0.06628 2.149 -1.931 1.934 0.22
H -0.20856 -2.63456 -0.70484 1.210 3.712 0.221 0.09
H 0.13836 1.28755 1.60588 -0.264 0.773 -0.277 0.22
H -0.66761 -0.77500 1.60200 -0.697 0.012 -1.990 0.24
H -1.80508 -0.48958 0.03089 1.267 0.213 1.114 0.24

=====

7.
12
Properties=species:S:1:pos:R:3:forces:R:3:nbo_charge:R:1 method="wB97M-V/def2-TZVPD" fmax_ev_per_a=9.35 energy_ev=-17020.2424 lumo_energy_ev=0.701 charge=0 gap_ev=8.985
S -0.27912 -1.14735 -0.11622 5.322 -7.685 -0.358 0.36
N 0.19057 1.21871 0.19074 -0.473 6.816 1.075 -0.64
N -2.07903 0.32920 -0.01006 -1.416 2.948 0.848 -0.73
C 1.51990 -0.49977 0.35095 -1.292 -3.593 2.225 -0.50
C -0.79827 0.29280 0.08146 -3.706 5.883 0.024 0.12
C 1.44388 0.76608 -0.41789 0.921 1.291 0.527 -0.28
H -2.47521 1.31312 0.08196 0.707 -1.455 -0.305 0.33
H 2.29432 -1.35032 0.09131 -1.441 2.002 0.709 0.24
H 1.21969 0.74332 -1.52772 1.069 -0.551 1.050 0.22
H 1.27853 -0.24014 1.65636 1.565 -0.896 -4.226 0.25
H -0.04219 2.37219 0.35301 0.692 -4.704 -0.998 0.41
H 2.41692 1.32943 -0.14729 -1.948 -0.057 -0.572 0.22

=====

8.
12
Properties=species:S:1:pos:R:3:forces:R:3:nbo_charge:R:1 method="wB97M-V/def2-TZVPD" fmax_ev_per_a=4.22 energy_ev=-17019.9279 lumo_energy_ev=-0.309 charge=0 gap_ev=8.692
S -3.80686 0.76294 0.73348 0.961 -0.844 -0.397 -0.02
N -1.32239 0.54792 -0.23191 0.495 -2.682 0.036 -0.64
N 0.96606 0.12867 -0.94826 -1.536 -1.462 3.498 -0.47
C 2.38335 -0.21892 -0.25989 -0.661 2.772 -0.080 -0.47
C -0.09150 -0.08436 -0.16462 2.942 -1.295 1.870 0.26
C -2.43431 -0.05995 0.34827 -0.499 -1.204 0.094 -0.12
H 2.51089 0.94094 0.16399 0.780 -3.032 -1.466 0.22
H 3.27220 -0.61236 -1.08731 -2.976 1.284 2.702 0.24
H -2.34116 -1.33231 0.56000 0.116 4.025 -0.606 0.23
H -1.20619 1.33471 -0.79966 -1.405 1.774 -0.847 0.43
H -0.22502 -0.64751 0.92682 1.686 0.579 -2.749 0.13
H 2.29492 -0.75979 0.75909 0.099 0.084 -2.056 0.20

=====

9.
12
Properties=species:S:1:pos:R:3:forces:R:3:nbo_charge:R:1 method="wB97M-V/def2-TZVPD" fmax_ev_per_a=1.91 energy_ev=-17023.0150 lumo_energy_ev=0.086 charge=0 gap_ev=8.769
S -2.85700 -0.59536 0.07746 0.842 0.791 -0.136 -0.13
N -0.25657 0.19697 -0.07750 0.529 -1.825 -0.191 -0.44
N 1.37459 -1.53457 0.12942 -0.187 -0.136 -0.241 -0.66
C 0.78849 1.19190 0.06606 0.302 0.690 0.355 -0.42
C -1.58646 0.46603 -0.05308 -0.322 0.145 -0.075 -0.04
C 0.18877 -1.17071 -0.14417 -0.389 -0.412 0.873 0.27
H 1.46712 -2.57425 0.07797 -0.232 1.209 -0.101 0.36
H 1.04358 1.40441 1.11022 -0.241 -0.341 0.060 0.21
H 1.70170 0.79269 -0.37432 -0.171 0.211 -0.220 0.24
H 0.50217 2.16455 -0.35044 -0.056 -0.416 -0.290 0.21
H -0.61479 -1.89751 -0.31662 0.017 0.617 -0.197 0.20
H -1.75157 1.55584 -0.14500 -0.094 -0.532 0.162 0.20

=====

10.
12
Properties=species:S:1:pos:R:3:forces:R:3:nbo_charge:R:1 method="wB97M-V/def2-TZVPD" fmax_ev_per_a=3.63 energy_ev=-16998.8563 lumo_energy_ev="-12.063 / -11.987" charge=+2 gap_ev="5.918 / 6.040"
S -1.98426 -0.14079 -0.82549 -0.071 -0.570 -0.573 0.87
N 2.22571 -0.92504 -0.12387 2.055 -0.443 -0.997 -0.32
N 1.70919 1.33948 -0.40872 3.099 -0.583 -0.845 -0.63
C 2.89226 -1.87789 -0.08040 -1.139 -0.683 0.228 0.47
C 1.41453 0.12233 -0.16025 -2.337 0.320 1.293 0.30
C -3.13397 0.02614 0.40340 -0.803 3.075 -1.761 -0.92
H -3.56542 1.12769 0.16148 0.313 -1.973 0.376 0.36
H 1.11520 2.09909 -0.12216 -0.540 0.135 -0.353 0.45
H 2.65615 1.60426 -0.80499 -1.146 -0.007 0.760 0.44
H -3.89000 -0.66429 0.67334 -0.812 -1.025 -0.311 0.33
H 3.10401 -2.97160 0.06279 0.136 1.283 -0.127 0.34
H -2.54340 0.26062 1.22485 1.246 0.469 2.312 0.31